DFT (wB97M-V/def2-TZVPD) results for a structure of composition C4H13N2S.

Its HOMO-LUMO gap is 8.98 eV. As for the net charge: +1. For the relative energy (zero: lowest compared OMol25 entry of this formula, charge and spin), the calculation gives 58.8 kcal per mole. For the calculated total energy, the calculation gives -18165.9447 eV. As for the spin multiplicity: 1.

Each line ends with the Löwdin charge.
Element x y z (Å)
N 1.12624 -1.56482 -0.24026  0.206
C 0.43597 -0.27053 -0.56421  -0.286
C -1.06355 -0.57691 -0.48448  -0.263
C -2.04245 0.59456 -0.54115  -0.612
S -3.44823 0.37297 0.68336  0.655
C 0.84623 0.85443 0.41282  -0.223
N 2.24604 0.80818 0.73957  0.020
H 2.04977 -1.45417 0.22951  0.166
H 0.50988 -2.13702 0.34355  0.165
H 1.37797 -2.10452 -1.07377  0.178
H 0.80107 -0.02388 -1.54736  0.152
H -1.32888 -1.27353 -1.28894  0.125
H -1.28395 -1.18341 0.41123  0.092
H -1.64776 1.58183 -0.33610  0.044
H -2.49177 0.63291 -1.54415  0.076
H -2.01211 0.85228 1.59705  0.078
H 0.13479 0.72725 1.23280  0.107
H 0.57313 1.76987 -0.13388  0.134
H 2.39991 0.84777 1.74418  0.095
H 2.81771 1.54673 0.36024  0.091